[1]
The following is a quantum chemistry calculation of a 2-piece molecular cluster, C9H14O2S2 overall, from OMol25.

CARTESIAN COORDINATES (ANGSTROEM)
C1 0.289 2.176 -1.409
C2 0.164 3.312 -2.132
C3 1.644 -0.402 0.698
C4 0.454 -1.319 -1.332
C5 0.544 0.991 -0.901
C6 -1.903 1.910 1.017
C7 0.630 -1.589 0.213
C8 0.923 -3.056 0.550
C9 -0.658 -1.189 0.894
O1 1.056 0.801 0.365
O2 -0.076 -0.034 -1.639
S1 -2.749 2.118 -0.458
S2 -2.417 2.773 2.421
H1 -0.657 3.986 -1.876
H2 0.958 3.783 -2.599
H3 1.748 -0.489 1.790
H4 2.529 -0.553 0.193
H5 1.433 -1.300 -1.729
H6 -0.301 -1.985 -1.733
H7 0.996 -2.929 1.645
H8 1.935 -3.423 0.248
H9 0.236 -3.715 0.153
H10 -1.068 -0.157 0.643
H11 -0.648 -1.205 2.004
H12 -1.451 -1.899 0.650
H13 -2.019 1.168 -0.993
H14 -1.594 2.228 3.318

2S+1: 1
electronic energy: -35319.20004 eV
E_HOMO: -8.147 eV
Kohn-Sham gap: 0.308 Eh
largest force on an atom: 4.6 eV/Å

***

[2]
The following is a quantum chemistry calculation of a 2-piece molecular cluster, C9H14OS overall, from OMol25.

CARTESIAN COORDINATES (ANGSTROEM)
C1 -0.736 -2.563 -0.799
C2 -0.477 -3.799 0.051
S1 0.764 -2.000 -1.705
H1 -1.500 -2.741 -1.545
H2 -1.144 -1.726 -0.249
H3 -0.260 -3.495 1.082
H4 0.163 -0.831 -1.968
H5 0.411 -4.341 -0.271
H6 -1.387 -4.383 0.144
C3 2.623 2.161 -0.059
C4 -0.466 0.719 1.525
C5 0.835 1.042 1.304
C6 -1.441 1.121 0.570
C7 1.203 1.882 0.210
C8 -1.096 1.942 -0.545
C9 0.185 2.377 -0.658
O1 -2.667 0.626 0.701
H7 -0.776 0.251 2.441
H8 1.615 0.718 1.973
H9 -3.415 1.221 0.875
H10 -1.881 2.322 -1.185
H11 2.759 2.901 -0.840
H12 3.027 1.217 -0.447
H13 0.452 3.060 -1.454
H14 3.209 2.317 0.846

2S+1: 2
charge: +1
electronic energy: -22434.11846 eV
E_HOMO (spin up / spin down): -11.854 / -11.811 eV
Kohn-Sham gap (spin up / spin down): 0.288 / 0.151 Eh
largest force on an atom: 1.3 eV/Å

***

[3]
The following is a quantum chemistry calculation of a 2-piece molecular cluster, C9H14OS overall, from OMol25.

CARTESIAN COORDINATES (ANGSTROEM)
C1 -1.441 2.144 0.572
C2 -0.416 1.562 -0.241
C3 0.977 1.617 -0.050
C4 -0.773 0.740 -1.368
C5 1.926 0.848 -0.703
C6 0.191 0.122 -2.191
C7 1.556 0.224 -1.859
O1 2.532 -0.362 -2.703
H1 -1.628 3.208 0.166
H2 -1.044 2.164 1.570
H3 1.437 2.129 0.819
H4 -1.712 0.726 -1.533
H5 2.953 0.818 -0.314
H6 0.056 -0.330 -3.195
H7 3.367 -0.492 -2.147
H8 -2.329 1.441 0.449
C8 -0.695 -2.627 1.434
C9 -0.870 -1.296 0.699
S1 0.261 -2.262 3.221
H9 -1.653 -3.089 1.620
H10 0.067 -3.166 0.897
H11 -1.774 -0.893 0.816
H12 -0.187 -1.028 3.352
H13 -0.714 -1.587 -0.364
H14 -0.087 -0.611 1.050

2S+1: 2
charge: +1
electronic energy: -22431.50535 eV
E_HOMO (spin up / spin down): -11.319 / -11.317 eV
Kohn-Sham gap (spin up / spin down): 0.247 / 0.084 Eh
largest force on an atom: 7.4 eV/Å